Record 1
{
  "formula": "C37H55ClNPRh",
  "method": "the ωB97M-V functional and the def2-TZVPD basis",
  "symbols": ["H", "H", "C", "H", "C", "C", "H", "C", "C", "C", "C", "C", "C", "H", "C", "H", "C", "H", "H", "C", "N", "C", "P", "C", "H", "H", "C", "H", "H", "C", "H", "H", "H", "H", "C", "H", "C", "C", "H", "H", "H", "H", "H", "H", "H", "C", "H", "C", "C", "H", "C", "H", "H", "H", "C", "Cl", "H", "H", "H", "H", "C", "Rh", "C", "H", "H", "C", "H", "H", "C", "H", "H", "C", "C", "C", "H", "C", "H", "H", "H", "H", "H", "H", "C", "H", "H", "H", "H", "C", "H", "H", "C", "H", "C", "C", "H", "H"],
  "positions_angstrom": [[-1.49919, -0.61307, -5.95683], [3.53728, 1.09528, 2.51366], [0.72767, 2.96017, 1.83044], [4.35983, 2.35673, 0.50135], [-0.97233, -1.05196, -2.57325], [-3.61462, 2.74455, -1.05278], [-0.62889, -4.74615, 2.81863], [-0.24157, -3.79392, 3.25542], [-0.60184, -3.22162, -3.81382], [1.31451, 0.16964, -0.90727], [-3.00625, 3.93674, -1.79857], [2.03283, -1.07633, -0.34604], [2.17799, -3.79107, 2.12708], [5.21783, -0.08548, -1.34299], [-2.03689, -2.87362, 1.50612], [-3.07237, -2.93191, 1.89756], [-0.79016, -2.49327, -5.15034], [0.09474, -4.05638, -3.93535], [0.70203, -0.18833, 5.56123], [3.42589, 0.85454, -2.10023], [1.11446, 0.98504, 3.31227], [3.52548, -0.80596, -0.21363], [-0.51886, -0.01807, -1.14172], [-1.47412, -0.20819, 5.64213], [-0.27445, -1.17085, 0.80537], [2.87092, 4.04740, -0.59483], [2.50230, 3.44871, 0.24387], [-3.21463, 3.83005, -2.87134], [0.01987, 0.06343, -4.14672], [3.33691, 2.50209, 0.84776], [0.61611, 4.49970, 0.35166], [-1.32434, -3.14444, -5.84883], [0.31267, 2.86317, -1.57560], [3.12124, -4.18631, 1.75703], [-0.99727, -0.27068, -3.89697], [-3.58214, 2.93719, 0.02843], [-1.08623, -2.60653, 2.73564], [-1.53786, -1.16235, -5.01686], [-2.59625, -1.36552, -4.81417], [-1.50665, -0.74466, 6.59024], [-2.99317, -1.84579, -0.20422], [1.88419, -1.93574, -1.01807], [-1.61822, 0.63454, -3.81278], [-3.62739, -0.08530, 5.41610], [3.55166, 1.72391, -1.44679], [-2.64855, 0.16112, 4.97783], [1.81021, -0.25736, -2.96794], [2.85966, 1.76799, 1.93658], [-2.12157, -1.84150, 0.41654], [3.65132, -0.02764, 0.54688], [-0.08809, -2.30728, -2.69548], [-1.54970, 0.05294, 1.00940], [-0.39314, -3.83168, 4.33634], [4.01683, -1.69473, 0.20107], [-1.49019, 4.04641, -1.60220], [4.25255, -1.64108, 3.12370], [-1.72025, -2.24856, 3.57124], [-1.07766, 4.81812, -2.25660], [-4.66768, 2.62037, -1.32049], [-3.32066, 0.62518, -0.73715], [-0.74532, 2.72966, -1.85075], [2.47004, -0.32323, 3.70863], [1.21617, 3.69451, 0.75414], [1.86019, -1.47761, 4.48864], [-1.25387, 1.90192, 0.03802], [-1.36814, 1.60113, -1.02277], [-1.55870, -3.65591, -3.49204], [-3.48966, 4.85987, -1.47038], [1.52241, 1.91185, 2.36082], [0.94364, -2.00587, -2.94294], [-1.99712, -1.38246, -2.32449], [4.16704, -0.34396, -1.51653], [-2.86825, 1.43363, -1.32894], [1.29990, -3.75560, 3.09672], [0.19945, -2.30118, -5.58928], [-1.35725, 1.19254, 3.20779], [-1.78154, -3.87225, 1.10726], [-1.30503, 1.70928, 2.24954], [-1.28905, 4.37484, -0.57325], [-0.04891, -2.86224, -1.74519], [1.84620, -3.64203, 4.07002], [-0.77304, 2.48115, -2.92333], [-1.24430, -0.82580, 0.38187], [1.43302, 1.44619, -2.68793], [1.65961, -1.37757, 0.64313], [-0.20326, 3.22728, 2.31931], [1.45480, 1.00129, -0.18062], [-0.16071, 0.82633, 3.87214], [4.14172, -1.17011, -2.23843], [-3.49766, 1.14286, 3.23628], [-0.23684, 0.12630, 5.08901], [3.83798, 1.12697, -3.07591], [1.93807, 0.56894, -2.25423], [-2.58933, 0.85312, 3.76029], [-0.36665, -1.79350, 2.52175], [-2.99944, 1.15803, -2.39006]],
  "mulliken_spin": [-0.065, 0.005, 0.046, 0.010, -0.375, 0.021, -0.019, 0.053, 0.112, -0.055, 0.539, 0.142, 0.912, -0.009, -0.233, 0.034, 0.072, -0.047, -0.007, -0.019, 0.020, -0.017, 0.866, -0.008, 0.051, -0.025, -0.011, -0.236, 0.091, -0.004, 0.035, -0.245, -0.031, 0.011, -0.681, -0.011, 0.067, 0.445, -0.428, 0.001, -0.035, -0.051, 0.801, -0.007, -0.035, -0.008, -0.171, 0.014, 1.041, 0.005, -0.171, 0.264, 0.007, -0.015, 0.278, 0.038, -0.013, -0.106, -0.304, 0.341, 0.800, 0.944, -0.017, -0.042, 0.195, -2.355, -0.179, -0.035, 0.016, 0.012, 0.544, 0.048, 0.173, -0.081, 0.012, 0.063, 0.073, 0.030, -0.067, 0.341, 0.095, -0.051, -0.274, 0.223, 0.044, -0.006, -0.066, -0.020, 0.013, 0.014, 0.005, -0.039, 0.047, 0.012, -0.017, 0.667],
  "s_squared": 6.02,
  "homo_lumo_gap_ev": [2.342, 7.256],
  "spin_multiplicity": 5,
  "e_lumo_ev": [2.56, 2.36],
  "homo_energy_ev": [0.2212, -4.8966],
  "charge": -1
}

---

Record 2
{
  "formula": "C37H55F21N10O21S7",
  "method": "the ωB97M-V functional and the def2-TZVPD basis",
  "symbols": ["C", "H", "C", "C", "H", "H", "S", "O", "C", "F", "C", "H", "N", "H", "N", "H", "C", "O", "O", "F", "C", "O", "O", "H", "H", "O", "H", "H", "F", "S", "F", "F", "H", "F", "C", "H", "H", "H", "H", "H", "C", "C", "O", "F", "F", "H", "O", "H", "N", "H", "C", "C", "N", "N", "F", "H", "N", "H", "H", "C", "H", "H", "H", "H", "N", "H", "H", "O", "C", "N", "O", "H", "H", "H", "F", "C", "H", "F", "F", "O", "C", "F", "O", "F", "C", "O", "F", "C", "H", "H", "C", "C", "C", "H", "C", "C", "H", "C", "H", "H", "H", "C", "H", "C", "F", "O", "O", "H", "O", "O", "H", "F", "C", "C", "F", "S", "C", "C", "C", "H", "C", "H", "N", "F", "O", "H", "S", "O", "F", "F", "S", "H", "O", "S", "C", "H", "C", "H", "S", "H", "H", "H", "H", "O", "H", "C", "H", "C", "C", "H", "N"],
  "positions_angstrom": [[-0.60115, -12.14831, 7.62216], [6.36848, -16.88247, 11.72614], [-6.28898, -9.13275, 11.85150], [2.66266, -10.32634, 12.29062], [5.06918, -6.56231, -0.31063], [0.29542, -4.96073, 0.10805], [-5.41188, -10.83663, 4.51103], [-6.76504, -10.44996, 4.80378], [2.61248, -6.68318, 1.64881], [5.37579, -8.74097, 7.33232], [-7.68072, -10.78698, 11.70364], [3.54699, -13.68385, 7.99453], [3.15089, -6.62709, 0.30130], [3.22695, -12.58657, 5.71579], [5.34591, -23.14443, 4.59506], [-0.27040, -7.80905, 3.26061], [2.43700, -13.24937, 6.06900], [2.12821, -2.67894, 10.77122], [2.17052, -18.80807, 9.50275], [0.84000, -22.09415, 8.05846], [4.62104, -22.66237, 3.49225], [8.10634, -8.65095, 4.58681], [3.18653, -16.35047, 1.44359], [-0.89614, -9.80160, 8.94853], [5.62823, -24.48226, 6.01228], [1.87944, -10.59712, 14.88174], [-6.54994, -9.32823, 14.53716], [-6.77270, -8.23430, 8.56282], [-6.24069, -12.99612, 3.05997], [2.43125, -16.82178, 0.28731], [3.78647, -9.70203, 12.58588], [-2.43557, -1.58752, 9.84034], [4.85755, -20.78214, 2.43609], [-0.27008, -17.27729, 0.30520], [8.72299, -17.76987, 15.04346], [11.90869, -17.89869, 15.35469], [4.24043, -24.82226, 4.90772], [-7.93972, -10.61066, 9.41699], [9.43309, -18.17082, 11.88999], [-1.52228, -12.13702, 8.18592], [7.81382, -16.91882, 14.38200], [0.18035, -13.16406, 7.05344], [-2.44795, -4.68045, 9.95058], [2.82274, -21.67555, 8.99981], [2.61496, -5.23717, 9.49938], [6.40804, -18.99017, 4.75650], [-5.09087, -10.19322, 3.22531], [-5.82009, -11.49548, 15.57646], [5.97984, -21.06748, 4.24402], [2.50952, -5.65512, -1.44106], [1.20802, -5.47401, 0.37281], [-5.35478, -12.74018, 3.98760], [-6.62188, -9.23946, 10.50978], [9.56074, -18.25088, 14.06436], [-5.60232, -13.52542, 5.03444], [1.01355, -5.93895, 3.71865], [7.94965, -17.00588, 13.01076], [10.16533, -20.21562, 14.35744], [-5.09933, -11.69513, 13.98500], [-0.27488, -9.66266, 8.06375], [6.76406, -22.15334, 5.96976], [7.86013, -16.38924, 11.01657], [1.94985, -10.40173, 6.42659], [10.91090, -19.04251, 16.34198], [1.27856, -12.53915, 6.51272], [0.15155, -14.24267, 7.10001], [7.14002, -15.30860, 12.27572], [0.14793, -18.94719, 8.09383], [2.27311, -5.89165, -0.41414], [-6.94106, -10.05677, 12.58164], [2.22235, -15.93135, -0.87524], [7.00353, -16.37656, 14.84652], [-5.65739, -8.38298, 12.30466], [-1.25637, -7.18981, 1.91126], [0.41687, -15.80738, 1.75891], [10.63994, -19.24973, 14.18446], [4.14781, -7.97470, -0.93379], [2.23565, -20.85629, 7.05328], [4.35509, -5.74128, 10.84434], [-3.80009, -4.48963, 11.91213], [7.28649, -16.33583, 11.94187], [4.56379, -4.25008, 9.20675], [5.83171, -9.71365, 4.50104], [7.43092, -7.99764, 7.57531], [6.13872, -22.15138, 5.08923], [-1.46194, -4.04799, 12.13231], [-4.39047, -2.05982, 10.69087], [3.01145, -14.17051, 7.17940], [-6.46233, -7.23302, 10.04724], [-6.57464, -12.38963, 14.43461], [6.16214, -25.38505, 4.04082], [-3.07761, -2.15100, 10.90113], [-0.69758, -6.91524, 2.80595], [8.91761, -17.93571, 16.09275], [6.80486, -19.81613, 4.16622], [11.45567, -18.88852, 15.41052], [12.33790, -19.52848, 15.42500], [0.41375, -5.87893, 2.81050], [-0.84174, -9.11556, 7.31044], [-8.17078, -11.63834, 12.15244], [3.82727, -14.77230, 6.77890], [-7.53395, -10.31316, 10.37263], [11.26824, -19.20136, 13.29508], [-6.87034, -10.21824, 13.99557], [2.83488, -11.68767, 12.25809], [2.75108, -18.16598, -0.09518], [-4.43713, -10.54708, 5.59656], [-5.18573, -8.05819, 9.22837], [0.37588, -20.12228, 10.31781], [4.44701, -2.65005, 11.57806], [7.77819, -20.03258, 4.60652], [-2.81666, -1.40379, 11.97086], [5.29042, -24.53810, 4.97745], [1.81778, -21.17274, 8.21191], [2.22691, -9.95045, 11.14309], [1.02855, -19.59578, 9.08582], [0.64067, -17.00145, 1.16533], [-6.02475, -11.45127, 14.50675], [6.66450, -8.92753, 6.92697], [2.21887, -13.95325, 5.26584], [1.25843, -11.16243, 6.75781], [-1.40088, -6.64170, 3.59249], [0.08171, -10.93726, 7.48226], [7.10131, -10.20334, 7.20623], [0.09627, -10.66200, 13.13130], [6.31697, -26.39123, 4.43035], [1.34436, -10.03950, 13.62392], [2.79027, -4.17225, 12.61997], [0.72500, -18.02591, 2.08909], [-4.13361, -12.98458, 3.49522], [-2.63974, -3.97180, 11.22603], [5.68291, -25.46734, 3.06529], [1.20076, -8.59392, 13.75759], [6.69212, -8.65941, 5.04022], [9.05290, -17.82788, 12.84091], [0.10931, -4.83474, 2.73920], [4.32423, -7.32322, -0.07790], [4.65592, -7.91210, 0.77727], [3.21447, -3.45515, 11.37164], [2.35595, -14.85839, 7.71347], [3.08927, -7.04376, 2.54828], [-7.87891, -10.37581, 14.37773], [0.56710, -9.07347, 8.42708], [6.18131, -7.31224, 4.91550], [7.15127, -24.94108, 3.92859], [3.74943, -4.81554, 10.12176], [6.90311, -19.43737, 3.14887], [5.07560, -21.42551, 3.27568], [-6.23517, -8.15236, 9.50751], [3.87114, -23.29947, 3.04709], [1.36289, -6.02469, 1.65041]],
  "mulliken_charge": [-0.383, 0.385, -0.330, 0.544, 0.348, 0.407, 1.052, -0.680, -0.397, -0.188, -0.220, 0.333, 0.164, 0.399, 0.178, 0.275, -0.475, -0.639, -0.655, -0.250, -0.339, -0.701, -0.646, 0.335, 0.336, -0.702, 0.378, 0.333, -0.215, 1.063, -0.200, -0.242, 0.552, -0.209, -0.194, 0.356, 0.324, 0.469, 0.333, 0.478, -0.476, -0.509, -0.692, -0.245, -0.214, 0.323, -0.699, 0.360, 0.200, 0.429, -0.395, 0.592, 0.095, 0.185, -0.233, 0.360, 0.179, 0.252, 0.360, -0.966, 0.391, 0.300, 0.558, 0.375, 0.241, 0.550, 0.373, -0.628, -0.321, 0.242, -0.654, 0.430, 0.512, 0.340, -0.218, -0.239, 0.356, -0.195, -0.190, -0.708, -0.857, -0.234, -0.648, -0.212, -0.083, -0.610, -0.234, -1.231, 0.379, 0.335, -1.003, 0.572, -0.952, 0.350, -0.817, -1.284, 0.386, -0.639, 0.319, 0.409, 0.367, -0.506, 0.353, -0.602, -0.261, -0.658, -0.601, 0.306, -0.679, -0.727, 0.334, -0.228, -0.583, 0.565, -0.172, 1.088, 0.557, -1.084, 0.536, 0.293, -0.398, 0.354, 0.285, -0.234, -0.679, 0.361, 1.060, -0.653, -0.233, -0.213, 1.146, 0.339, -0.598, 1.115, -0.205, 0.368, -0.850, 0.320, 1.115, 0.414, 0.573, 0.350, 0.390, -0.656, 0.325, 0.543, 0.337, -0.657, -0.793, 0.482, 0.254],
  "homo_lumo_gap_ev": 2.415,
  "e_lumo_ev": 0.06,
  "homo_energy_ev": -2.3573,
  "charge": -2
}